{
  "formula": "C4H10N2",
  "method": "wB97M-V/def2-TZVPD",
  "gap_ev": 8.329,
  "e_lumo_ev": 0.34,
  "multiplicity": 1,
  "total_energy_ha": -267.7264,
  "de_lowest_ev": 5.413,
  "symbols": ["C", "N", "C", "H", "H", "H", "H", "H", "C", "N", "C", "H", "H", "H", "H", "H"],
  "positions_angstrom": [[-2.4558, -0.5984, -0.5774], [-1.8669, 0.3741, -0.1033], [-1.7253, 1.6817, -0.6719], [-3.4818, -1.0363, -0.2358], [-2.0370, -1.1020, -1.3534], [-2.6710, 2.2037, -0.8410], [-1.3639, 2.2707, 0.1840], [-1.0657, 1.7154, -1.4750], [3.0658, -0.4628, -0.2669], [2.2198, -0.1824, 0.7377], [1.0336, -0.8362, 1.0509], [4.0450, 0.0227, -0.3211], [2.6675, -1.1098, -1.0582], [1.0913, -2.0110, 1.4165], [0.5105, -0.2557, 1.8627], [0.3252, -0.7445, 0.1711]],
  "forces_ev_per_a": [[-1.916, -0.714, 1.805], [-3.023, 1.637, 0.681], [0.806, 0.687, 3.170], [1.658, 0.298, 0.376], [0.861, -1.848, -3.242], [-0.225, -0.753, -0.430], [0.601, 0.287, -0.632], [1.124, 0.423, -1.755], [-4.383, 0.579, 3.148], [5.991, -0.014, -2.192], [-2.890, -1.865, 0.006], [-0.542, -0.004, -0.028], [0.694, -0.249, -0.056], [0.186, 2.978, -1.073], [0.547, -0.821, -0.590], [0.512, -0.621, 0.811]]
}